DFT (ωB97M-V with the def2-TZVPD basis set) results for a structure of composition C32H46CaIN6O4SSb.

Each line ends with the Löwdin charge.
Cartesian coordinates (Å):
Ca -0.62838 -0.39664 -0.01908  1.3693
C -1.03748 1.77582 -2.51864  -0.0980
N -0.47030 1.78302 -1.17380  -0.1174
C -0.68122 2.98242 -0.36678  -0.1128
C -0.96588 2.59350 1.05025  -0.3528
N -0.88678 1.36536 1.51148  0.0168
C -1.18462 1.45382 2.86913  -0.2632
C -1.22859 0.47247 3.85755  -0.0403
C -1.53171 0.87711 5.14233  -0.0730
C -1.78967 2.21854 5.45360  -0.0636
C -1.77058 3.20178 4.48283  -0.0046
C -1.45237 2.79122 3.19596  -0.2189
N -1.31107 3.48388 2.00676  0.1919
C -1.83910 0.52314 -2.72172  -0.3006
N -2.30928 -0.20086 -1.73652  0.0548
C -3.04503 -1.21815 -2.33550  -0.2225
C -3.79100 -2.25723 -1.78390  -0.0278
C -4.42614 -3.12540 -2.65072  -0.0678
C -4.34012 -2.97534 -4.04059  -0.0625
C -3.62520 -1.93806 -4.60703  -0.0043
C -2.98908 -1.06858 -3.73047  -0.1886
N -2.20479 0.05289 -3.93762  0.1930
H -0.27782 1.85344 -3.30109  0.1267
H -1.71390 2.62475 -2.64360  0.1374
H 0.52236 1.56272 -1.18827  0.0672
H -1.52499 3.55667 -0.75479  0.1368
H 0.18940 3.64870 -0.38304  0.1299
H -1.02715 -0.56385 3.61935  0.0991
H -1.56346 0.14909 5.94212  0.1133
H -2.00026 2.48884 6.47920  0.1157
H -1.98266 4.23653 4.71734  0.1228
H -1.44532 4.47545 1.89176  0.1809
H -3.86763 -2.38259 -0.71185  0.0994
H -5.01430 -3.94230 -2.25343  0.1140
H -4.84843 -3.68094 -4.68302  0.1151
H -3.57009 -1.80379 -5.67945  0.1213
H -1.97717 0.45758 -4.83027  0.1765
C 0.97589 -2.32749 2.14537  -0.0661
O 1.22344 -1.57705 0.95425  -0.3823
C 2.61776 -1.45970 0.68534  -0.1906
C 2.86669 -1.13397 -0.77378  -0.1957
O 2.12007 0.00351 -1.17213  -0.2793
C 2.30876 0.25430 -2.55929  -0.0678
H 1.38738 -1.81955 3.02134  0.1015
H 1.42230 -3.32271 2.06882  0.1053
H -0.10281 -2.42400 2.25159  0.0702
H 3.11654 -2.40882 0.90360  0.1439
H 3.05474 -0.68878 1.32375  0.0795
H 2.59869 -1.98811 -1.40612  0.1076
H 3.93661 -0.93632 -0.90200  0.1465
H 3.37262 0.29517 -2.80537  0.1061
H 1.87137 1.22448 -2.79201  0.0803
H 1.83089 -0.52439 -3.16339  0.1010
N -3.95147 -2.09439 2.47457  0.2054
C -3.29602 -1.25849 1.67208  -0.6240
O -2.12505 -1.48672 1.31503  -0.1473
C -4.08043 -0.07624 1.15291  -0.5488
I -4.96483 1.11112 2.71251  0.9269
H -3.50096 -2.91493 2.84550  0.1345
H -4.87055 -1.86960 2.82068  0.0929
H -4.91223 -0.42036 0.54207  0.0582
H -3.43349 0.55896 0.56163  0.0225
C -1.16011 -4.20469 -0.55776  -0.1754
S 0.31189 -3.28885 -1.07631  0.9943
O -0.20079 -1.92094 -1.46514  -0.6545
C 0.50704 -4.16796 -2.62641  -0.3877
C -0.26587 -3.80306 -3.71718  -0.0667
C -0.12346 -4.50491 -4.90332  -0.0503
C 0.78188 -5.55621 -4.98397  -0.0504
C 1.55919 -5.90176 -3.88753  -0.0541
C 1.42848 -5.20179 -2.69723  -0.0762
H -1.90869 -4.13857 -1.34380  0.0530
H -1.52438 -3.75285 0.36456  0.0383
H -0.86346 -5.23968 -0.39240  0.0773
H -0.96368 -2.97837 -3.62987  0.0970
H -0.71767 -4.23246 -5.76534  0.1131
H 0.88367 -6.11170 -5.90647  0.1171
H 2.27347 -6.71066 -3.95706  0.1175
H 2.03194 -5.45510 -1.83294  0.1153
C 4.56715 2.37672 1.43628  -0.3278
Sb 2.45080 2.05789 1.72154  1.3015
C 2.67868 1.16005 3.67722  -0.3071
C 2.10416 4.00544 2.59244  -0.3224
H 4.99560 2.82637 2.33011  0.0096
H 4.72311 3.04671 0.59165  0.0012
H 5.07973 1.43695 1.23132  -0.0032
H 3.32681 1.79910 4.27434  0.0150
H 3.12137 0.16587 3.62006  -0.0051
H 1.70303 1.09088 4.15893  -0.0111
H 3.00156 4.33221 3.11440  0.0118
H 1.28517 3.93524 3.30822  -0.0095
H 1.85500 4.74229 1.82896  -0.0040

As for the charge: +2. Its HOMO-LUMO gap is 8.266 eV. The HOMO energy comes out at -12.694 eV. The total energy comes out at -94965.5922 eV.



DFT (ωB97M-V with the def2-TZVPD basis set) results for an isolated molecule of C2H5FIP.

Each line ends with the Löwdin charge.
Cartesian coordinates (Å):
C -1.43041 -1.19837 -1.08038  -0.1756
P -0.55523 -0.11048 0.07419  0.7756
F -0.03777 -1.21600 1.11986  -0.2978
C 1.06297 1.12698 0.67992  -0.6906
I 2.94891 0.35267 -0.19187  0.5832
H -1.89740 -0.74345 -1.85241  -0.0786
H -0.79699 -1.97868 -1.45244  -0.0283
H -1.53305 0.41525 0.74522  -0.0396
H 1.19964 1.11063 1.69443  -0.0785
H 1.03933 2.24146 0.26349  0.0302

Its HOMO-LUMO gap is 8.384 eV. As for the SMILES: C=[P@@H](F)CI. The HOMO energy comes out at -8.560 eV. The total energy comes out at -22259.1714 eV.



DFT (ωB97M-V with the def2-TZVPD basis set) results for a structure of composition C31H40FN7O3S4SbTi.

Each line ends with the Löwdin charge.
Cartesian coordinates (Å):
Ti 0.49933 0.47246 0.24373  0.6737
C -0.16134 5.42272 -2.01311  -0.4537
S -0.92732 5.01447 -0.43368  0.8061
C -0.11613 3.50385 -0.00322  -1.0746
S 0.59150 2.47888 -1.22819  0.5972
N -0.12830 3.24968 1.25752  -0.0669
N 0.33567 1.98439 1.55471  -0.2046
C 0.60635 1.74348 2.84803  -0.0958
C 0.86494 0.41864 3.13710  -0.2794
C 1.08753 -0.11712 4.43712  -0.0344
C 1.19531 -1.45446 4.61783  -0.0848
C 1.08331 -2.31300 3.48197  -0.0950
C 0.90195 -1.77285 2.25238  -0.2178
N 0.79857 -0.42087 2.02752  -0.0527
H -0.58664 6.38132 -2.30941  0.0239
H -0.37826 4.67167 -2.76902  0.0072
H 0.91527 5.53159 -1.90668  0.0376
H 0.53230 2.53427 3.58182  0.1227
H 1.15520 0.57411 5.26726  0.1157
H 1.35291 -1.87127 5.60333  0.1013
H 1.13439 -3.38858 3.58866  0.1032
H 0.80884 -2.39594 1.37285  0.0796
F -5.23977 3.78952 -0.17121  0.0614
C -4.83916 2.79206 -0.99670  -0.1767
C -3.74116 2.06115 -0.66499  0.1067
C -3.29476 1.07160 -1.54395  -0.0502
C -2.08071 0.34097 -1.21594  -0.3225
O -1.54875 0.57220 -0.10396  -0.1487
C -1.60717 -0.58084 -2.18652  -0.0204
C -2.35646 -0.78886 -3.30886  0.0690
N -3.48544 -0.12287 -3.61483  0.0266
C -4.20799 -0.43900 -4.82971  -0.2548
C -3.43852 -0.72260 -6.07965  -0.0734
C -4.20821 0.55858 -5.95235  -0.0926
C -3.97391 0.84537 -2.74529  -0.1043
C -5.12257 1.58920 -3.04195  0.0755
C -5.55622 2.58330 -2.18264  -0.1444
N -6.67029 3.37464 -2.54646  -0.0943
C -7.64165 3.84510 -1.58646  -0.1299
C -7.45929 5.31230 -1.21075  -0.0804
N -7.38113 6.13679 -2.47430  0.0618
C -6.30560 5.64053 -3.40767  -0.0725
C -6.59838 4.18201 -3.74036  -0.1341
C -0.30843 -1.34178 -2.07153  -0.5581
O -0.01233 -2.15418 -2.92342  0.0836
O 0.42745 -1.02453 -1.05085  -0.1876
H -3.18111 2.26512 0.23907  0.1465
H -2.02076 -1.53105 -4.02020  0.1508
H -5.11288 -1.00785 -4.65338  0.1586
H -3.82123 -1.49981 -6.72412  0.1138
H -2.36076 -0.65354 -6.04172  0.1133
H -5.12004 0.68031 -6.52049  0.1064
H -3.62673 1.45865 -5.80213  0.1143
H -5.68514 1.39720 -3.94362  0.1224
H -7.60067 3.24775 -0.67929  0.1446
H -8.64592 3.71226 -2.01154  0.1364
H -6.52729 5.47979 -0.67913  0.1252
H -8.29545 5.69061 -0.62517  0.1406
H -7.21463 7.11457 -2.23578  0.1847
H -8.28140 6.10219 -2.95854  0.1820
H -5.35877 5.74547 -2.87849  0.1460
H -6.31104 6.28093 -4.28821  0.1388
H -5.81395 3.81217 -4.39684  0.1351
H -7.54344 4.12158 -4.29683  0.1373
C -3.30319 -3.87743 2.62408  -0.3539
Sb -2.49744 -2.35166 1.34362  1.3081
C -3.01081 -0.72208 2.63859  -0.3184
C -4.27919 -2.20666 0.13043  -0.3357
H -4.32242 -3.62441 2.91569  0.0011
H -2.68839 -3.96439 3.51965  -0.0049
H -3.30424 -4.83807 2.11053  -0.0055
H -4.07333 -0.74984 2.88118  0.0054
H -2.75728 0.22015 2.15421  -0.0177
H -2.42957 -0.79935 3.55806  0.0035
H -5.16483 -2.28939 0.76120  0.0022
H -4.29161 -3.00584 -0.61072  -0.0028
H -4.30768 -1.24792 -0.38976  -0.0254
S 3.04729 0.70068 -0.16598  0.6434
C 3.49667 -0.83689 0.36590  -1.0929
N 2.99247 -1.96098 -0.11200  -0.0473
C 3.61357 -3.21082 0.30453  -0.1937
C 4.32724 -2.90554 1.62208  -0.3978
S 4.69054 -1.12044 1.58297  0.9787
H 2.29382 -1.90317 -0.84903  0.1203
H 4.31676 -3.53923 -0.46429  0.1249
H 2.85414 -3.98086 0.43526  0.1243
H 5.25138 -3.46793 1.72234  0.0795
H 3.68542 -3.09710 2.47899  0.0596

As for the charge: +1. Its HOMO-LUMO gap (alpha / beta) is 4.052 / 4.127 eV. The HOMO energy (alpha / beta) comes out at -7.257 / -7.331 eV. The total energy comes out at -125076.5882 eV.



DFT (ωB97M-V with the def2-TZVPD basis set) results for an isolated molecule of C4H8OS.

Each line ends with the Löwdin charge.
Cartesian coordinates (Å):
O 1.04253 1.86930 -2.42386  0.0489
C 0.38753 1.44080 -1.50626  -0.2643
C 0.48720 0.00545 -1.11444  -0.1694
C -0.44492 -0.51012 -0.00374  -0.2840
C 0.25210 -0.51446 1.36889  -0.6006
S -0.88231 -0.80926 2.73689  0.6994
H -0.30486 2.11129 -0.96303  0.1276
H 1.50758 -0.27555 -0.84030  0.1263
H 0.31393 -0.58041 -2.02059  0.1245
H -1.34567 0.09961 0.08111  0.0918
H -0.79868 -1.49890 -0.27793  0.1057
H 0.75775 0.45982 1.39374  0.0730
H 1.08548 -1.21253 1.44229  0.0702
H -2.05765 -0.58504 2.12723  -0.1491

Its HOMO-LUMO gap is 10.164 eV. As for the SMILES: O=CCCCS. The HOMO energy comes out at -9.300 eV. The total energy comes out at -17159.7408 eV.



DFT (ωB97M-V with the def2-TZVPD basis set) results for a cluster of 2 separate species, C13H14N in total.

Each line ends with the Löwdin charge.
Cartesian coordinates (Å):
N 1.14204 2.19455 0.08874  0.0978
C -0.21143 2.27395 0.12163  -0.3330
C -0.85600 3.53796 0.15182  -0.0353
C -2.24877 3.60425 0.16388  -0.0831
C -3.01603 2.42871 0.15035  -0.1033
C -2.38579 1.17611 0.15587  -0.1011
C -0.99551 1.09241 0.14205  -0.0580
H 1.62058 1.30678 0.14148  0.0376
H 1.71012 3.02810 0.16648  0.1077
H -0.24870 4.44664 0.18024  0.1103
H -2.74507 4.57656 0.17308  0.1094
H -4.10647 2.48322 0.12138  0.1017
H -2.96699 0.25516 0.16046  0.0996
H -0.49014 0.12384 0.16546  0.0751
C 2.06205 -1.00946 -0.06915  -0.0304
C 1.73579 -1.45623 -1.34563  0.0092
C 0.91094 -2.50827 -1.71519  0.0109
C 0.21327 -3.40483 -0.90961  0.0111
C 0.21858 -3.49361 0.47616  0.0106
C 0.92026 -2.70422 1.38375  0.0089
C 1.74337 -1.61338 1.14392  0.0041
H 2.73212 -0.14246 -0.01755  0.1240
H 2.20087 -0.91133 -2.17390  0.1404
H 0.79301 -2.65790 -2.79175  0.1362
H -0.38390 -4.15457 -1.43991  0.1368
H -0.37283 -4.30691 0.90995  0.1366
H 0.80945 -2.98717 2.43371  0.1359
H 2.21519 -1.17788 2.03228  0.1404

As for the charge: +1. Its HOMO-LUMO gap is 4.501 eV. The HOMO energy comes out at -10.269 eV. The total energy comes out at -15190.0110 eV.



What ΔE to the lowest compared entry with this formula, charge and spin values result from the calculations? In sequence: 42.4 334.8 0.0 68.4 121.8 kJ/mol.
What maximum force values result from the calculations? In sequence: 0.032 0.103 0.011 0.027 0.035 Eh/bohr.